Entry 1:
ORCA calculation (ωB97M-V/def2-TZVPD) on a cluster of 2 separate species, C2ClF2O2 in total.

Kohn-Sham gap: 6.75 eV
Energy above the lowest of the compared OMol25 structures with the same formula, charge and spin: 1.1641 eV
Net charge: -1

Element x y z (Å)
F: 1.9128 0.3108 1.9789
O: -2.7485 0.4945 -0.0612
C: 1.6552 -0.5771 0.9202
F: 2.8465 -0.6592 0.1445
Cl: 0.3386 0.5660 -0.0446
C: -2.1729 0.1461 -0.9722
O: -1.8316 -0.2810 -1.9656

Electronic structure analysis, natural (NBO) charges in units of e:
1. F -0.433
2. O -0.536
3. C 0.335
4. F -0.439
5. Cl -0.436
6. C 1.041
7. O -0.532

=====

Entry 2:
ORCA calculation (ωB97M-V/def2-TZVPD) on an isolated molecule of C2ClF3N2.

Kohn-Sham gap: 10.76 eV
Energy above the lowest of the compared OMol25 structures with the same formula, charge and spin: 2.5709 eV

Element x y z (Å)
C: -1.8126 -0.1581 0.0316
C: 1.0826 0.1382 0.2776
N: -2.8776 -0.1047 0.4411
F: -0.3796 0.0652 -1.6444
Cl: 1.4036 -1.5555 0.7562
N: -0.4965 0.1730 -0.2556
F: 1.3114 1.0162 1.2044
F: 1.7687 0.4256 -0.8110

Electronic structure analysis, natural (NBO) charges in units of e:
1. C 0.376
2. C 0.827
3. N -0.290
4. F -0.214
5. Cl 0.003
6. N -0.164
7. F -0.264
8. F -0.273

=====

Entry 3:
ORCA calculation (ωB97M-V/def2-TZVPD) on a cluster of 2 separate species, C2ClF3O2S2 in total.

Kohn-Sham gap: 8.51 eV
Energy above the lowest of the compared OMol25 structures with the same formula, charge and spin: 0.2027 eV

Element x y z (Å)
F: 2.4922 -0.8318 0.6219
S: -1.6895 1.0848 -0.3965
O: -1.2114 1.7512 0.7613
C: 2.1364 0.2862 0.0083
O: 1.1953 0.4822 -0.6345
Cl: -3.8007 0.6604 -0.1348
S: -1.4481 -1.4347 1.3942
C: -1.6652 -0.7268 -0.0200
F: -2.0477 -1.5767 -0.9732
F: 3.2166 1.0760 0.0683

Atom charges from the natural (NBO) analysis, given in e for atoms 1 to 8:
1. F -0.293
2. S 1.340
3. O -0.841
4. C 1.150
5. O -0.547
6. Cl -0.255
7. S 0.108
8. C -0.034

=====

Entry 4:
ORCA calculation (ωB97M-V/def2-TZVPD) on a cluster of 2 separate species, C2ClIN2O in total.

Kohn-Sham gap: 8.93 eV
Energy above the lowest of the compared OMol25 structures with the same formula, charge and spin: 0.3065 eV

Element x y z (Å)
C: -1.3715 0.4719 0.6061
N: -0.4741 1.0471 1.0518
O: 0.6353 1.1622 1.4690
C: 0.6650 -1.5337 0.3232
N: -0.4554 -1.6027 0.5328
Cl: 2.3208 -1.4834 0.1666
I: -3.1873 -0.0749 -0.1555

Electronic structure analysis, natural (NBO) charges in units of e:
1. C -0.005
2. N 0.127
3. O -0.446
4. C 0.211
5. N -0.368
6. Cl 0.154
7. I 0.328

=====

Entry 5:
ORCA calculation (ωB97M-V/def2-TZVPD) on a cluster of 2 separate species, C2ClIN2O in total.

Kohn-Sham gap (alpha / beta): 8.90 / 8.89 eV
Energy above the lowest of the compared OMol25 structures with the same formula, charge and spin: 0.0000 eV

Element x y z (Å)
N: 1.4264 -0.0951 -0.1443
I: 0.6000 -2.6837 1.2698
N: -1.5068 0.2206 1.0233
Cl: -1.6005 0.9024 -1.6415
C: 0.7221 -0.9134 0.2758
O: 1.8402 0.9140 -0.6484
C: -1.5954 0.4869 -0.0991

Electronic structure analysis, natural (NBO) charges in units of e:
1. N 0.147
2. I 0.309
3. N -0.320
4. Cl 0.188
5. C -0.063
6. O -0.407
7. C 0.145

=====

Entry 6:
ORCA calculation (ωB97M-V/def2-TZVPD) on an isolated molecule of C2ClNS.

Kohn-Sham gap: 8.06 eV
Energy above the lowest of the compared OMol25 structures with the same formula, charge and spin: 0.5776 eV

Element x y z (Å)
C: -0.1126 -0.9571 0.1897
Cl: -1.3110 1.7121 0.3411
N: -0.2984 -2.0904 0.2201
S: 1.4910 0.9703 -0.7466
C: 0.2309 0.3651 -0.0043

Electronic structure analysis, natural (NBO) charges in units of e:
1. C 0.140
2. Cl -0.141
3. N -0.162
4. S 0.342
5. C -0.179

=====

Entry 7:
ORCA calculation (ωB97M-V/def2-TZVPD) on a structure of composition C2EuF3NO5S2.

Kohn-Sham gap (alpha / beta): 2.96 / 3.15 eV
⟨S²⟩: 15.766
Spin multiplicity: 8
Energy above the lowest of the compared OMol25 structures with the same formula, charge and spin: 0.3299 eV

Element x y z (Å)
O: -6.3636 1.6303 0.0925
O: -1.8818 0.4144 1.1624
O: -1.5978 1.1236 -1.0247
C: -9.4025 -0.4337 -1.5025
C: -1.8056 0.7635 0.0515
O: -8.7298 -2.3073 0.2016
F: -10.6907 -0.4944 -1.1549
S: -8.3469 -0.8526 -0.0169
O: -5.7257 -0.2873 1.5110
S: -5.7870 0.2275 0.0018
N: -6.8910 -0.7625 -0.7479
Eu: -3.6684 -0.8754 3.0515
F: -9.1480 0.8018 -1.9267
F: -9.2101 -1.2755 -2.5130

Atom charges from the Löwdin analysis, given in e for atoms 1 to 8:
1. O -0.565
2. O 0.069
3. O 0.277
4. C -0.787
5. C -0.381
6. O -0.551
7. F 0.092
8. S 0.813

=====

Entry 8:
ORCA calculation (ωB97M-V/def2-TZVPD) on an isolated molecule of C2F2I2O.

Kohn-Sham gap: 9.68 eV
Energy above the lowest of the compared OMol25 structures with the same formula, charge and spin: 0.0000 eV

Element x y z (Å)
I: -1.1476 -1.7153 -1.4772
F: -1.1525 1.0089 -0.4361
C: -0.1497 0.5731 0.2907
F: -0.5334 0.4504 1.5633
I: 1.4558 1.9868 0.0666
O: 1.2537 -1.4090 0.1767
C: 0.2739 -0.8950 -0.1840

Electronic structure analysis, natural (NBO) charges in units of e:
1. I 0.117
2. F -0.318
3. C 0.501
4. F -0.318
5. I 0.110
6. O -0.457
7. C 0.365

=====

Entry 9:
ORCA calculation (ωB97M-V/def2-TZVPD) on an isolated molecule of C2F2O.

Kohn-Sham gap (alpha / beta): 8.65 / 8.65 eV
Energy above the lowest of the compared OMol25 structures with the same formula, charge and spin: 1.3080 eV

Element x y z (Å)
C: 0.8453 0.0048 0.4078
F: -1.1560 -1.2445 0.1007
C: -0.5185 -0.0735 -0.0989
O: -1.1322 0.9485 -0.1801
F: 1.9614 0.3647 -0.2295

Electronic structure analysis, natural (NBO) charges in units of e:
1. C 0.414
2. F -0.307
3. C 0.641
4. O -0.479
5. F -0.268

=====

Entry 10:
ORCA calculation (ωB97M-V/def2-TZVPD) on a cluster of 2 separate species, C2F2O2 in total.

Kohn-Sham gap (alpha / beta): 8.78 / 8.90 eV
Energy above the lowest of the compared OMol25 structures with the same formula, charge and spin: 3.7280 eV

Element x y z (Å)
F: 0.9060 1.9951 0.0185
C: 0.1624 1.2312 0.8884
O: -0.7369 1.5882 1.5798
C: 0.0108 -1.2978 -0.6489
F: -0.6606 -2.2614 -0.0475
O: 0.3184 -1.2552 -1.7903

Electronic structure analysis, natural (NBO) charges in units of e:
1. F -0.321
2. C 0.798
3. O -0.486
4. C 0.796
5. F -0.301
6. O -0.485

=====

Entry 11:
ORCA calculation (ωB97M-V/def2-TZVPD) on an isolated molecule of C2F2O2S.

Kohn-Sham gap: 9.04 eV
Energy above the lowest of the compared OMol25 structures with the same formula, charge and spin: 0.6549 eV

Element x y z (Å)
O: -0.4173 -1.2397 1.3974
F: 1.3446 1.3834 1.0488
C: -0.1375 -0.4443 0.5573
F: -2.2354 0.0656 -0.6687
S: 2.1457 -0.3373 -0.8550
O: -0.8404 0.1724 -0.4359
C: 1.2072 0.2446 0.2197

Electronic structure analysis, natural (NBO) charges in units of e:
1. O -0.478
2. F -0.317
3. C 0.695
4. F -0.094
5. S 0.237
6. O -0.162
7. C 0.121

=====

Entry 12:
ORCA calculation (ωB97M-V/def2-TZVPD) on an isolated molecule of C2F2O2S.

Kohn-Sham gap: 8.47 eV
Energy above the lowest of the compared OMol25 structures with the same formula, charge and spin: 1.4339 eV

Element x y z (Å)
O: -3.0427 -0.3656 -0.1087
F: -1.4597 1.5628 0.3143
F: 2.6886 0.5893 -0.5239
C: 1.5850 0.2982 0.1225
S: -1.7485 0.1152 -0.4910
O: -0.5822 -0.9436 0.2605
C: 0.6458 -0.7746 0.0154

Electronic structure analysis, natural (NBO) charges in units of e:
1. O -0.818
2. F -0.498
3. F -0.286
4. C 0.282
5. S 1.777
6. O -0.638
7. C 0.180

=====

Entry 13:
ORCA calculation (ωB97M-V/def2-TZVPD) on a structure of composition C2F3FeMgNO4S2.

Kohn-Sham gap (alpha / beta): 7.85 / 7.13 eV
⟨S²⟩: 8.762
Spin multiplicity: 6
Energy above the lowest of the compared OMol25 structures with the same formula, charge and spin: 0.0000 eV
Net charge: +1

Element x y z (Å)
O: -4.2677 0.2252 1.0114
O: 0.2793 -1.3852 0.5588
S: 0.7713 0.0316 0.7221
O: -2.9142 -1.2933 0.0061
F: 3.2711 -0.7461 0.8330
S: -0.5900 0.4594 -1.7569
Mg: -1.8789 1.6822 -0.1367
C: 2.4970 -0.0822 -0.0060
N: -0.0488 1.0598 -0.1455
Fe: -1.1660 -1.6653 -0.6793
O: 0.9526 0.4896 2.0889
C: -3.3367 -0.1792 0.3676
F: 2.4693 -0.7097 -1.1672
F: 2.9703 1.1381 -0.1737

Atom charges from the natural (NBO) analysis, given in e for atoms 1 to 8:
1. O -0.419
2. O -1.042
3. S 2.172
4. O -0.783
5. F -0.279
6. S -0.372
7. Mg 1.672
8. C 0.763

=====

Entry 14:
ORCA calculation (ωB97M-V/def2-TZVPD) on an isolated molecule of C2F3I.

Kohn-Sham gap: 7.72 eV
Energy above the lowest of the compared OMol25 structures with the same formula, charge and spin: 4.8381 eV

Element x y z (Å)
F: 0.0287 -1.2451 -1.1454
F: 0.4988 -1.4653 0.9089
C: -0.8550 0.9271 0.5769
I: 1.0588 1.2607 -0.0437
F: -1.7496 1.6084 -0.0198
C: 1.0183 -1.0859 -0.2767

Electronic structure analysis, natural (NBO) charges in units of e:
1. F -0.361
2. F -0.357
3. C 0.231
4. I 0.334
5. F -0.301
6. C 0.453

=====

Entry 15:
ORCA calculation (ωB97M-V/def2-TZVPD) on an isolated molecule of C2F3N3.

Kohn-Sham gap (alpha / beta): 7.99 / 7.99 eV
Energy above the lowest of the compared OMol25 structures with the same formula, charge and spin: 0.0000 eV

Element x y z (Å)
C: -1.1275 -0.1543 -0.0041
N: -0.2854 -1.2933 -0.0579
N: 0.9272 -1.1433 -0.0440
C: -0.6271 1.0339 0.0740
F: 2.7561 0.1458 0.1101
F: -0.3722 2.2895 -0.0504
F: -2.4055 -0.5232 0.0797
N: 1.4203 0.0010 -0.0824

Electronic structure analysis, natural (NBO) charges in units of e:
1. C 0.308
2. N -0.252
3. N 0.049
4. C 0.519
5. F -0.194
6. F -0.219
7. F -0.274
8. N 0.062

=====

Entry 16:
ORCA calculation (ωB97M-V/def2-TZVPD) on a structure of composition C2F3N3O2.

Kohn-Sham gap: 9.46 eV
Energy above the lowest of the compared OMol25 structures with the same formula, charge and spin: 0.7441 eV

Element x y z (Å)
F: -0.7964 -1.9924 1.5234
N: 0.2890 1.5874 -0.2988
N: -0.8001 1.1995 -0.0491
O: -1.2081 -0.5307 -0.0631
F: 0.8217 -0.8321 0.7834
F: -0.1353 -2.3761 -0.4287
N: 2.4370 1.2314 -1.4219
C: -0.3663 -1.3751 0.4403
O: -1.6633 1.8182 0.3858
C: 1.4218 1.2698 -0.8713

Atom charges from the natural (NBO) analysis, given in e for atoms 1 to 8:
1. F -0.314
2. N -0.218
3. N 0.635
4. O -0.527
5. F -0.342
6. F -0.324
7. N -0.232
8. C 1.128

=====

Entry 17:
ORCA calculation (ωB97M-V/def2-TZVPD) on a structure of composition C2F3NO6S2Y.

Kohn-Sham gap (alpha / beta): 5.96 / 9.24 eV
⟨S²⟩: 0.751
Spin multiplicity: 2
Energy above the lowest of the compared OMol25 structures with the same formula, charge and spin: 0.0000 eV

Element x y z (Å)
C: -2.1425 -0.0656 -4.5029
S: -0.6393 0.6678 -0.7069
F: 2.1997 -0.1957 3.3579
N: -0.7234 0.7374 0.9769
O: -1.1906 -0.7357 -1.0913
O: -0.6929 -0.7018 3.0528
O: 0.7094 -1.4231 1.1166
C: 1.5130 0.6158 2.5667
O: -1.4714 -0.9646 -4.8194
F: 2.3077 1.0513 1.6034
Y: 0.8396 -1.7855 -1.2210
F: 1.0842 1.6513 3.2760
O: -2.6995 0.9482 -4.3753
S: 0.0512 -0.2979 1.8581
O: 0.8547 0.4980 -1.0917

Atom charges from the natural (NBO) analysis, given in e for atoms 1 to 8:
1. C 1.025
2. S 1.665
3. F -0.305
4. N -1.153
5. O -1.121
6. O -0.881
7. O -1.110
8. C 0.742

=====

Entry 18:
ORCA calculation (ωB97M-V/def2-TZVPD) on a cluster of 2 separate species, C2F3NOS in total.

Kohn-Sham gap (alpha / beta): 5.39 / 5.39 eV
Energy above the lowest of the compared OMol25 structures with the same formula, charge and spin: 3.8508 eV

Element x y z (Å)
C: 2.8280 -0.0321 -0.3638
F: -2.5582 -0.4989 -0.5236
F: -0.9399 -1.6347 -0.1177
C: -1.4755 -0.4510 0.0932
N: 3.9366 0.2184 -0.5259
S: -0.2243 0.9124 -0.5063
O: 0.0901 1.8378 0.5822
F: -1.6568 -0.3519 1.3619

Electronic structure analysis, natural (NBO) charges in units of e:
1. C 0.046
2. F -0.271
3. F -0.304
4. C 0.802
5. N -0.516
6. S 1.185
7. O -0.658
8. F -0.284

=====

Entry 19:
ORCA calculation (ωB97M-V/def2-TZVPD) on a cluster of 2 separate species, C2F5N3O4 in total.

Kohn-Sham gap (alpha / beta): 8.59 / 7.75 eV
Energy above the lowest of the compared OMol25 structures with the same formula, charge and spin: 0.2206 eV

Element x y z (Å)
N: -1.5165 -0.3418 -1.7331
O: 2.2894 0.5165 1.8742
N: -0.2721 1.2436 1.2160
F: -0.2982 -1.0091 1.6377
F: -2.4218 -1.0674 -1.0208
C: -0.1962 -0.7171 -1.5047
C: 0.3061 -0.1007 0.9506
N: 1.8440 -0.1565 1.0139
O: 2.3768 -0.8383 0.2038
O: 0.3410 2.1820 0.8279
F: -1.7132 0.9979 -1.4665
F: 0.5914 0.0243 -2.2798
O: -1.3394 1.2241 1.7396
F: 0.0085 -1.9573 -1.4587

Atom charges from the natural (NBO) analysis, given in e for atoms 1 to 8:
1. N 0.242
2. O -0.314
3. N 0.474
4. F -0.275
5. F -0.161
6. C 0.855
7. C 0.378
8. N 0.503

=====

Entry 20:
ORCA calculation (ωB97M-V/def2-TZVPD) on a structure of composition C2F6NO2S2Y.

Kohn-Sham gap (alpha / beta): 4.07 / 4.00 eV
⟨S²⟩: 0.752
Spin multiplicity: 2
Energy above the lowest of the compared OMol25 structures with the same formula, charge and spin: 0.8883 eV
Net charge: +1

Element x y z (Å)
F: -0.7838 1.1993 -1.8559
N: 0.1846 -0.2258 0.9155
F: 4.4277 0.3491 -0.8911
O: -1.0483 -1.6643 -0.9059
F: -2.8198 0.5809 -1.5309
Y: -0.8964 -0.3919 2.9800
O: -2.1461 -0.6632 1.1485
F: 2.2364 0.7673 0.9688
F: 1.5440 -0.0548 -0.9680
F: -1.8685 1.9326 -0.1433
C: 1.6158 -0.2834 0.3733
S: 2.3412 -1.8678 0.7934
S: -1.1043 -0.5791 0.0569
C: -1.6825 0.9011 -0.9412

Atom charges from the natural (NBO) analysis, given in e for atoms 1 to 8:
1. F -0.269
2. N -1.170
3. F -0.019
4. O -0.791
5. F -0.277
6. Y 2.217
7. O -1.071
8. F -0.334